(1)
{"formula": "C15H21N5O4Si", "method": "ωB97M-V with the def2-TZVPD basis set", "symbols": ["C", "C", "N", "N", "N", "O", "O", "O", "O", "C", "C", "C", "C", "C", "N", "N", "C", "C", "C", "C", "C", "C", "C", "C", "Si", "H", "H", "H", "H", "H", "H", "H", "H", "H", "H", "H", "H", "H", "H", "H", "H", "H", "H", "H", "H", "H"], "xyz": [[-1.314, 1.236, 2.336], [-1.149, 2.441, 2.494], [-0.646, -4.061, 1.340], [-1.262, -0.941, 3.262], [-1.040, -0.559, 0.919], [2.314, -2.876, -5.551], [1.930, -0.141, -3.620], [0.443, 0.257, -1.458], [0.151, -3.093, -2.585], [-0.381, -3.913, 0.090], [-1.211, -0.160, 2.171], [-1.101, -2.257, 3.118], [-0.908, -1.870, 0.787], [-0.896, -2.809, 1.847], [-1.366, -3.150, 4.165], [-0.519, -2.592, -0.310], [1.764, -3.454, -4.381], [-1.843, 4.708, 0.648], [-0.882, 5.407, 3.295], [1.109, 4.175, 1.434], [1.819, -1.349, -2.851], [0.985, -1.071, -1.516], [-0.178, -2.076, -1.627], [0.967, -2.455, -3.556], [-0.680, 4.097, 1.992], [2.637, -1.984, -5.355], [1.540, 0.575, -3.054], [-0.158, 0.226, -0.711], [-0.204, -4.690, -0.618], [-1.322, -2.879, 5.134], [-1.291, -4.147, 4.064], [2.585, -3.829, -3.770], [1.113, -4.297, -4.631], [-2.724, 5.095, 1.196], [-1.429, 5.558, 0.094], [-2.070, 3.870, -0.032], [-1.953, 5.404, 3.542], [-0.258, 5.261, 4.183], [-0.609, 6.361, 2.875], [1.737, 4.210, 2.299], [1.423, 5.055, 0.879], [1.302, 3.286, 0.880], [2.829, -1.709, -2.573], [1.595, -1.278, -0.637], [-1.096, -1.605, -1.985], [0.249, -1.976, -4.223]], "nbo_charge": [0.031, -0.425, -0.447, -0.480, -0.528, -0.709, -0.728, -0.748, -0.511, 0.230, 0.343, 0.436, 0.350, -0.029, -0.789, -0.377, -0.065, -1.093, -1.102, -1.091, 0.061, 0.053, 0.240, 0.042, 1.584, 0.478, 0.505, 0.514, 0.223, 0.400, 0.407, 0.157, 0.193, 0.235, 0.240, 0.240, 0.233, 0.237, 0.236, 0.235, 0.244, 0.235, 0.179, 0.185, 0.191, 0.186], "charge": 0, "e_lumo_ev": -0.109, "smiles": "C[Si](C)(C)C#Cc1nc(N)c2ncn([C@@H]3O[C@H](CO)[C@@H](O)[C@H]3O)c2n1"}



(2)
{"formula": "C25H28BF4LiO9", "method": "ωB97M-V with the def2-TZVPD basis set", "symbols": ["Li", "B", "F", "F", "F", "F", "C", "O", "H", "H", "H", "H", "C", "C", "C", "C", "C", "C", "O", "O", "H", "H", "H", "H", "H", "H", "C", "C", "C", "C", "C", "C", "O", "O", "H", "H", "H", "H", "H", "H", "C", "C", "C", "C", "C", "C", "O", "O", "H", "H", "H", "H", "H", "H", "C", "C", "C", "C", "C", "C", "O", "O", "H", "H", "H", "H", "H", "H"], "xyz": [[1.230, 4.455, -2.823], [0.339, 1.322, -1.530], [1.527, 1.204, -0.958], [0.120, 2.562, -1.841], [0.326, 0.621, -2.744], [-0.627, 0.912, -0.635], [0.549, 3.735, 2.585], [1.404, 3.280, 1.571], [-0.392, 3.911, 2.136], [0.843, 4.599, 3.015], [0.514, 2.888, 3.147], [1.029, 2.416, 1.164], [0.485, -3.691, -3.480], [0.166, -4.810, -4.239], [0.926, -5.022, -5.356], [1.854, -4.047, -5.781], [2.246, -2.929, -5.051], [1.520, -2.834, -3.814], [1.822, -1.813, -2.956], [0.672, -6.102, -6.117], [-0.045, -3.525, -2.419], [-0.821, -5.234, -4.098], [2.412, -4.165, -6.672], [3.000, -2.285, -5.132], [1.319, -0.992, -3.093], [-0.134, -6.501, -5.831], [-4.254, 4.656, 0.143], [-3.361, 3.698, -0.300], [-3.834, 2.694, -1.167], [-5.179, 2.667, -1.473], [-6.017, 3.699, -1.249], [-5.581, 4.568, -0.336], [-6.436, 5.584, 0.073], [-3.121, 1.659, -1.554], [-4.112, 5.299, 1.063], [-2.372, 3.652, 0.070], [-5.791, 1.907, -2.195], [-7.024, 3.789, -1.701], [-6.156, 6.385, 0.426], [-2.155, 1.360, -1.193], [-2.719, -2.936, 3.671], [-1.322, -2.806, 3.799], [-0.489, -2.218, 2.916], [-0.984, -1.607, 1.722], [-2.427, -1.647, 1.571], [-3.237, -2.285, 2.562], [-4.663, -2.327, 2.335], [0.886, -2.124, 3.191], [-3.385, -3.482, 4.428], [-0.792, -3.183, 4.624], [-0.390, -1.294, 0.929], [-2.796, -1.156, 0.617], [-5.117, -1.986, 1.366], [1.536, -1.659, 2.566], [4.234, 1.181, 1.726], [5.519, 1.344, 2.305], [6.212, 0.383, 3.107], [5.569, -0.902, 3.258], [4.253, -1.123, 2.575], [3.665, -0.081, 1.905], [2.425, -0.327, 1.338], [7.365, 0.616, 3.839], [3.693, 2.043, 1.163], [5.961, 2.265, 2.400], [5.999, -1.856, 3.582], [3.888, -2.055, 2.783], [2.287, -0.153, 0.348], [7.942, -0.197, 3.716]], "nbo_charge": [0.996, 1.305, -0.551, -0.583, -0.568, -0.542, -0.229, -0.757, 0.149, 0.174, 0.181, 0.487, -0.231, -0.299, 0.291, -0.260, -0.224, 0.259, -0.740, -0.665, 0.228, 0.214, 0.214, 0.215, 0.511, 0.476, -0.260, -0.276, 0.278, -0.228, -0.263, 0.263, -0.720, -0.724, 0.214, 0.208, 0.220, 0.231, 0.483, 0.534, -0.251, -0.272, 0.295, -0.245, -0.256, 0.267, -0.736, -0.745, 0.241, 0.222, 0.220, 0.222, 0.496, 0.524, -0.243, -0.250, 0.265, -0.249, -0.245, 0.264, -0.762, -0.684, 0.251, 0.210, 0.213, 0.223, 0.528, 0.484], "charge": 0, "e_lumo_ev": -2.681, "de_lowest_kcal_mol": 0.0}



(3)
{"formula": "C16H41Br2Cl4N3O3", "method": "ωB97M-V with the def2-TZVPD basis set", "symbols": ["Br", "C", "C", "Br", "H", "H", "H", "H", "C", "C", "C", "O", "C", "N", "H", "H", "H", "H", "H", "H", "H", "H", "H", "H", "H", "C", "C", "C", "O", "C", "N", "H", "H", "H", "H", "H", "H", "H", "H", "H", "H", "H", "C", "C", "C", "O", "C", "N", "H", "H", "H", "H", "H", "H", "H", "H", "H", "H", "H", "C", "Cl", "Cl", "H", "H", "C", "Cl", "Cl", "H", "H"], "xyz": [[0.403, -1.455, 2.716], [-0.312, -1.591, 0.906], [-1.031, -0.327, 0.594], [-1.798, -0.491, -1.196], [-0.991, -2.433, 0.977], [0.475, -1.820, 0.198], [-0.377, 0.535, 0.592], [-1.882, -0.222, 1.257], [3.556, -1.186, 0.361], [4.770, -1.309, -0.534], [4.366, -1.944, -1.857], [5.377, -1.855, -2.865], [5.280, -0.727, -3.706], [5.350, 0.028, -0.753], [3.813, -0.830, 1.359], [3.098, -2.169, 0.543], [2.800, -0.548, -0.100], [5.503, -1.967, -0.045], [3.414, -1.569, -2.260], [4.237, -3.015, -1.666], [4.511, -0.869, -4.491], [6.240, -0.568, -4.192], [4.999, 0.193, -3.181], [5.686, 0.420, 0.115], [6.121, -0.060, -1.406], [0.992, 2.256, -2.194], [0.573, 2.337, -3.653], [-0.845, 2.879, -3.746], [-0.885, 4.156, -3.237], [-1.929, 4.925, -3.828], [1.523, 3.224, -4.336], [0.994, 3.248, -1.732], [2.016, 1.893, -2.097], [0.279, 1.637, -1.648], [0.590, 1.335, -4.071], [-1.571, 2.218, -3.241], [-1.153, 2.895, -4.810], [-2.906, 4.495, -3.585], [-1.771, 4.997, -4.909], [-1.888, 5.921, -3.394], [1.209, 4.170, -4.127], [1.395, 3.115, -5.343], [-4.132, -0.918, 4.454], [-3.499, -0.172, 5.595], [-2.066, 0.220, 5.307], [-2.039, 0.961, 4.113], [-0.879, 1.727, 3.982], [-4.366, 1.002, 5.945], [-3.459, -1.708, 4.107], [-4.280, -0.259, 3.594], [-5.104, -1.296, 4.755], [-3.489, -0.814, 6.484], [-1.450, -0.686, 5.155], [-1.630, 0.789, 6.138], [-0.026, 1.084, 3.728], [-0.650, 2.326, 4.873], [-0.998, 2.432, 3.156], [-3.871, 1.596, 6.606], [-4.469, 1.568, 5.105], [-5.045, -1.585, 0.067], [-4.131, -2.200, 1.437], [-5.555, 0.081, 0.318], [-4.428, -1.629, -0.819], [-5.917, -2.214, -0.058], [0.327, -6.149, -1.025], [0.694, -4.407, -1.066], [-1.081, -6.563, -2.001], [1.197, -6.692, -1.367], [0.113, -6.415, 0.003]], "nbo_charge": [-0.019, -0.437, -0.441, -0.032, 0.233, 0.227, 0.231, 0.243, -0.616, -0.079, -0.064, -0.552, -0.266, -0.846, 0.216, 0.208, 0.209, 0.164, 0.169, 0.189, 0.164, 0.189, 0.189, 0.360, 0.364, -0.617, -0.074, -0.071, -0.552, -0.246, -0.827, 0.213, 0.222, 0.197, 0.190, 0.169, 0.153, 0.172, 0.169, 0.194, 0.359, 0.346, -0.613, -0.073, -0.072, -0.555, -0.251, -0.827, 0.205, 0.216, 0.221, 0.186, 0.169, 0.164, 0.173, 0.164, 0.188, 0.346, 0.353, -0.402, -0.027, -0.019, 0.231, 0.221, -0.390, -0.040, -0.014, 0.223, 0.222], "charge": 0, "e_lumo_ev": 0.415, "smiles": "COC[C@H](C)N.COC[C@H](C)N.COC[C@H](C)N.BrCCBr.ClCCl.ClCCl", "de_lowest_kcal_mol": 0.0}



(4)
{"formula": "C6H7N2O", "method": "ωB97M-V with the def2-TZVPD basis set", "symbols": ["C", "C", "C", "C", "C", "C", "N", "N", "O", "H", "H", "H", "H", "H", "H", "H"], "xyz": [[-1.532, -0.818, 1.078], [-1.561, 0.541, 1.583], [0.238, 1.324, -0.827], [-0.971, -1.378, 0.001], [1.286, 0.343, -0.347], [1.151, -1.057, -1.075], [-1.178, 1.579, 1.026], [-0.711, 1.789, -0.112], [-0.240, -1.592, -1.006], [-1.834, -1.529, 1.910], [-2.213, 0.734, 2.421], [0.462, 1.790, -1.746], [2.246, 0.783, -0.801], [1.562, 0.336, 0.649], [1.396, -1.134, -2.193], [1.899, -1.711, -0.560]], "nbo_charge": [-0.407, -0.014, 0.072, 0.720, -0.535, -0.093, -0.085, -0.134, -0.370, 0.337, 0.246, 0.221, 0.279, 0.256, 0.259, 0.248], "charge": 1, "e_lumo_ev": [-6.201, -6.196], "de_lowest_kcal_mol": 120.1}



(5)
{"formula": "C5H9Cl2O3P", "method": "ωB97M-V with the def2-TZVPD basis set", "symbols": ["C", "C", "C", "C", "C", "O", "O", "O", "P", "Cl", "Cl", "H", "H", "H", "H", "H", "H", "H", "H", "H"], "xyz": [[1.142, -2.303, -0.463], [3.280, -1.221, -0.440], [-2.472, -0.147, 1.508], [-0.860, 1.033, -0.426], [-0.913, -1.838, 0.015], [1.446, -3.438, -0.548], [0.280, -0.041, 1.728], [1.781, -1.220, -0.465], [-0.856, -0.199, 0.827], [-1.728, -1.839, -1.476], [-1.326, -3.028, 1.212], [3.580, -0.804, -1.306], [3.523, -2.222, -0.331], [3.691, -0.510, 0.206], [-2.530, -0.578, 2.511], [-2.736, 0.893, 1.563], [-3.310, -0.730, 0.913], [-1.668, 1.718, -0.403], [0.037, 1.528, 0.041], [-0.722, 0.447, -1.334]], "nbo_charge": [0.724, -0.270, -1.053, -1.057, -0.461, -0.532, -1.084, -0.511, 1.958, 0.075, 0.063, 0.187, 0.201, 0.206, 0.265, 0.242, 0.260, 0.250, 0.278, 0.261], "charge": 0, "e_lumo_ev": [0.638, -2.297], "s_squared": 2.007, "spin_multiplicity": 3}